Run one
Here is one molecule with the formula C3H7NOS from OMol25. Energies are from ωB97M-V/def2-TZVPD.

The calculation puts the HOMO energy at -9.28 eV. Its LUMO energy is 0.683 eV. The orbital gap comes out at 9.96 eV.

```
13
C3H7NOS | OMol25 | ωB97M-V/def2-TZVPD
N 1.946 0.239 -0.396
C 0.901 1.113 -0.199
O 1.095 2.249 0.169
C -0.468 0.499 -0.390
C -0.765 -0.605 0.616
S -2.526 -1.029 0.534
H 2.845 0.705 -0.370
H 1.855 -0.536 -1.031
H -0.545 0.154 -1.418
H -1.195 1.303 -0.326
H -0.174 -1.476 0.396
H -0.589 -0.283 1.633
H -2.381 -2.331 0.782
```

Atom charges from the Mulliken analysis, given in e for atoms 1 to 6: number 1, N, carries -0.411; number 2, C, carries 0.448; number 3, O, carries -0.591; number 4, C, carries -0.718; number 5, C, carries -0.483; number 6, S, carries -0.247


Run two
Here is one molecule with the formula C3H7NOS from OMol25. Energies are from ωB97M-V/def2-TZVPD.

The calculation puts the HOMO energy (alpha / beta) at -6.76 / -6.82 eV. Its LUMO energy (alpha / beta) is 0.063 / -0.205 eV. The orbital gap (alpha / beta) comes out at 6.82 / 6.61 eV.

```
13
C3H7NOS | OMol25 | ωB97M-V/def2-TZVPD
C -0.031 1.127 1.058
C 0.318 -0.217 0.504
C -0.407 -0.611 -0.822
S 1.893 -0.771 0.727
N 3.125 -0.376 -0.913
O 3.635 0.687 -0.973
H 0.679 1.356 1.843
H -0.007 1.927 0.130
H -0.879 1.045 1.618
H -0.701 -1.651 -0.550
H 0.273 -0.451 -1.616
H -1.225 -0.010 -0.886
H 1.744 -2.039 -0.044
```

Atom charges from the Mulliken analysis, given in e for atoms 1 to 6: number 1, C, carries -1.162; number 2, C, carries 0.566; number 3, C, carries -1.332; number 4, S, carries -0.150; number 5, N, carries 0.053; number 6, O, carries -0.287


Run three
Here is one molecule with the formula C3H7NOS from OMol25. Energies are from ωB97M-V/def2-TZVPD.

The calculation puts the HOMO energy (alpha / beta) at -6.95 / -7.57 eV. Its LUMO energy (alpha / beta) is 0.620 / -0.285 eV. The orbital gap (alpha / beta) comes out at 7.57 / 7.29 eV.

```
13
C3H7NOS | OMol25 | ωB97M-V/def2-TZVPD
C 0.148 -0.002 1.372
C 0.333 -0.174 -0.076
C -0.801 0.557 -0.863
S 1.629 -1.009 -0.619
N 3.326 0.060 -0.253
O 3.518 0.312 0.924
H -0.606 -0.636 1.956
H 1.156 -0.301 1.819
H -0.086 0.979 1.638
H -1.527 -0.097 -1.333
H -0.410 1.383 -1.541
H -1.407 1.073 -0.161
H 1.647 -0.717 -1.976
```

Atom charges from the Mulliken analysis, given in e for atoms 1 to 6: number 1, C, carries -1.126; number 2, C, carries 0.669; number 3, C, carries -1.126; number 4, S, carries -0.216; number 5, N, carries 0.048; number 6, O, carries -0.331


Run four
Here is C3H7NOS as an isolated structure from OMol25. Energies are from ωB97M-V/def2-TZVPD.

The calculation puts the HOMO energy at -8.48 eV. Its LUMO energy is 0.030 eV. The orbital gap comes out at 8.50 eV.

```
13
C3H7NOS | OMol25 | ωB97M-V/def2-TZVPD
C 0.778 1.133 -1.982
C -0.094 1.071 -0.473
C -0.502 -0.612 1.232
H -0.241 3.154 -2.657
H 1.070 -0.097 -2.482
H 2.096 1.916 -1.855
H -1.204 0.742 -0.948
H 0.043 2.016 0.069
H 1.680 -0.493 0.263
H -1.656 -0.008 1.414
N 0.479 0.072 0.469
O -0.361 1.916 -2.887
S -0.209 -2.039 2.084
```

Atom charges from the Mulliken analysis, given in e for atoms 1 to 6: number 1, C, carries -0.493; number 2, C, carries -0.343; number 3, C, carries -0.139; number 4, H, carries 0.341; number 5, H, carries 0.293; number 6, H, carries 0.227


run one wins, 136.7 kcal/mol ahead of the next structure.


Run one
Here is one molecule with the formula C3H7NOS from OMol25. Energies are from ωB97M-V/def2-TZVPD.

The calculation puts the HOMO energy at -9.01 eV. Its LUMO energy is 0.850 eV. The orbital gap comes out at 9.86 eV.

```
13
C3H7NOS | OMol25 | ωB97M-V/def2-TZVPD
C 0.182 1.381 -1.268
C 0.501 0.101 -0.525
O 0.633 -0.949 -1.431
C -0.545 -0.269 0.520
N -0.088 -0.662 1.671
S -1.355 -1.382 2.609
H -0.051 2.261 -0.614
H 1.026 1.559 -1.935
H -0.673 1.268 -1.962
H 1.445 0.199 0.036
H 1.037 -1.665 -0.939
H -1.609 -0.218 0.147
H -0.503 -1.624 3.690
```

Atom charges from the Mulliken analysis, given in e for atoms 1 to 6: number 1, C, carries -1.278; number 2, C, carries 0.397; number 3, O, carries -0.538; number 4, C, carries -0.137; number 5, N, carries -0.344; number 6, S, carries -0.169


Run two
Here is one molecule with the formula C3H7NOS from OMol25. Energies are from ωB97M-V/def2-TZVPD.

The calculation puts the HOMO energy at -8.39 eV. Its LUMO energy is 0.758 eV. The orbital gap comes out at 9.15 eV.

```
13
C3H7NOS | OMol25 | ωB97M-V/def2-TZVPD
C 1.036 0.488 -1.632
N 1.177 0.649 -0.242
C 0.321 0.238 0.692
S 0.598 0.381 2.325
O -0.745 -0.312 0.168
C -1.702 -0.922 0.980
H 2.022 0.768 -2.104
H 0.279 1.141 -2.057
H 0.799 -0.557 -1.915
H 1.919 1.306 0.104
H -2.499 -1.303 0.433
H -1.951 -0.102 1.678
H -1.253 -1.775 1.569
```

Atom charges from the Mulliken analysis, given in e for atoms 1 to 6: number 1, C, carries -0.762; number 2, N, carries -0.175; number 3, C, carries 0.382; number 4, S, carries -0.373; number 5, O, carries -0.367; number 6, C, carries -0.662


Run three
Here is one molecule with the formula C3H7NOS from OMol25. Energies are from ωB97M-V/def2-TZVPD.

The calculation puts the HOMO energy at -9.43 eV. Its LUMO energy is 0.796 eV. The orbital gap comes out at 10.22 eV.

```
13
C3H7NOS | OMol25 | ωB97M-V/def2-TZVPD
O -0.904 1.184 -2.866
C -0.250 0.894 -1.895
N -0.666 1.058 -0.609
C 0.098 0.590 0.526
C 0.165 -0.928 0.584
S 0.710 -1.437 2.288
H 0.781 0.496 -1.970
H -1.394 1.737 -0.457
H 1.133 0.954 0.454
H -0.300 0.960 1.468
H -0.851 -1.304 0.513
H 0.850 -1.456 -0.068
H 0.628 -2.748 2.033
```

Atom charges from the Mulliken analysis, given in e for atoms 1 to 6: number 1, O, carries -0.539; number 2, C, carries 0.065; number 3, N, carries -0.141; number 4, C, carries -0.859; number 5, C, carries -0.504; number 6, S, carries -0.231


run three wins, 6.6 kcal/mol ahead of the next structure.


Run one
Here is C4H11N2O as an isolated structure from OMol25. Energies are from ωB97M-V/def2-TZVPD.

The calculation puts the HOMO energy at -14.32 eV. Its LUMO energy is -3.223 eV. The orbital gap comes out at 11.09 eV. The net charge is +1.

```
18
C4H11N2O | OMol25 | ωB97M-V/def2-TZVPD
C 0.549 -1.008 -2.051
C 1.652 -0.355 -1.120
C -0.346 -0.528 -0.995
C -1.796 -0.540 -1.035
N 0.080 1.441 3.047
N 0.516 0.096 -0.270
O 0.036 0.283 2.287
H 0.385 -0.543 -3.030
H 0.593 -2.143 -1.978
H 2.292 -1.171 -0.550
H 2.241 0.448 -1.556
H -2.192 -1.448 -1.486
H -2.300 0.209 -1.728
H -2.311 -0.121 -0.145
H -0.187 1.208 4.071
H -0.578 2.138 2.578
H 0.323 0.254 0.984
H 1.043 1.778 2.976
```

Atom charges from the Mulliken analysis, given in e for atoms 1 to 6: number 1, C, carries -0.472; number 2, C, carries -0.482; number 3, C, carries 0.548; number 4, C, carries -1.191; number 5, N, carries -0.222; number 6, N, carries -0.154


Run two
Here is an isolated ion of composition C4H11N2O and charge +1 from OMol25. Energies are from ωB97M-V/def2-TZVPD.

The calculation puts the HOMO energy at -13.62 eV. Its LUMO energy is -3.563 eV. The orbital gap comes out at 10.06 eV. The net charge is +1.

```
18
C4H11N2O | OMol25 | ωB97M-V/def2-TZVPD
N 0.723 0.992 0.924
C 0.885 -0.438 0.488
C 0.718 -1.487 1.708
O 0.203 -1.069 2.701
C 0.181 -0.921 -0.744
C -0.481 0.309 -1.412
N -1.550 1.045 -0.589
H 0.956 0.748 1.938
H 1.059 1.582 0.202
H 1.940 -0.508 0.207
H 1.269 -2.426 1.635
H -0.613 -1.809 -0.496
H 0.804 -1.308 -1.511
H -0.979 0.092 -2.260
H 0.197 1.186 -1.532
H -2.428 1.192 -1.033
H -1.323 2.032 -0.631
H -1.559 0.789 0.405
```

Atom charges from the Mulliken analysis, given in e for atoms 1 to 6: number 1, N, carries -0.675; number 2, C, carries 0.184; number 3, C, carries -0.094; number 4, O, carries -0.447; number 5, C, carries -0.551; number 6, C, carries -0.945


run two wins, 24.0 kcal/mol ahead of the next structure.


Run one
Here is a 2-piece molecular cluster, C5H10O overall from OMol25. Energies are from ωB97M-V/def2-TZVPD.

The calculation puts the HOMO energy (alpha / beta) at 1.07 / -2.01 eV. Its expectation value of S² is 0.75. Its LUMO energy (alpha / beta) is 3.410 / 3.367 eV. As for the spin multiplicity: 2. The orbital gap (alpha / beta) comes out at 2.34 / 5.38 eV. The net charge is -1.

```
16
C5H10O | OMol25 | ωB97M-V/def2-TZVPD
C 1.652 -0.078 -2.602
C 0.395 -0.495 -1.883
C -0.097 -1.784 -1.833
H 2.410 -0.866 -2.436
H 2.005 0.888 -2.237
H 1.547 -0.166 -3.691
H -0.122 0.313 -1.351
H -0.559 -2.291 -0.981
H -0.102 -2.423 -2.723
C -1.247 1.806 2.581
C -0.540 0.831 3.150
O -0.726 -0.493 2.880
H -1.021 2.823 2.849
H -2.099 1.552 1.964
H -0.128 0.935 4.150
H -1.370 -0.551 2.163
```

Atom charges from the Mulliken analysis, given in e for atoms 1 to 6: number 1, C, carries -1.160; number 2, C, carries -0.803; number 3, C, carries -0.677; number 4, H, carries 0.298; number 5, H, carries 0.333; number 6, H, carries 0.229


Run two
Here is a 2-piece molecular cluster, C5H10O overall from OMol25. Energies are from ωB97M-V/def2-TZVPD.

The calculation puts the HOMO energy (alpha / beta) at 1.30 / -5.00 eV. Its expectation value of S² is 0.75. Its LUMO energy (alpha / beta) is 4.286 / 4.131 eV. As for the spin multiplicity: 2. The orbital gap (alpha / beta) comes out at 2.99 / 9.13 eV. The net charge is -1.

```
16
C5H10O | OMol25 | ωB97M-V/def2-TZVPD
C 2.529 1.864 -0.916
C 1.232 1.851 -0.160
C 1.112 1.160 1.008
H 3.135 2.721 -0.587
H 2.439 2.125 -1.979
H 3.114 0.962 -0.703
H 0.390 2.316 -0.654
H 0.184 1.290 1.528
H 1.872 0.628 1.559
C -1.177 -2.708 -0.243
C -2.071 -1.725 -0.133
O -1.893 -0.513 0.474
H -1.525 -3.740 -0.147
H -0.152 -2.682 0.108
H -3.112 -2.031 -0.158
H -0.907 -0.444 0.500
```

Atom charges from the Mulliken analysis, given in e for atoms 1 to 6: number 1, C, carries -1.620; number 2, C, carries 0.339; number 3, C, carries -2.046; number 4, H, carries 0.309; number 5, H, carries 0.299; number 6, H, carries 0.583


run two wins, 13.7 kcal/mol ahead of the next structure.


Run one
Here is a 2-piece molecular cluster, C5H11N2 overall from OMol25. Energies are from ωB97M-V/def2-TZVPD.

The calculation puts the HOMO energy at -13.38 eV. Its LUMO energy is -4.962 eV. The orbital gap comes out at 8.41 eV. The net charge is +1.

```
18
C5H11N2 | OMol25 | ωB97M-V/def2-TZVPD
C -2.329 -0.006 0.065
C -2.286 -0.089 1.407
C -2.380 -0.041 -1.255
C 1.526 1.957 0.349
C 1.485 -1.552 -0.387
N 1.877 0.729 -0.072
N 1.104 -0.301 0.142
H -2.741 -0.980 1.786
H 0.317 -0.262 0.859
H -1.613 -0.333 -1.940
H -3.270 0.322 -1.714
H 2.298 2.768 0.031
H 0.816 2.220 1.022
H -2.128 0.710 2.116
H 1.848 -2.305 0.320
H 0.624 -1.951 -0.866
H 2.428 -1.466 -0.956
H 2.423 0.580 -0.907
```

Atom charges from the Mulliken analysis, given in e for atoms 1 to 6: number 1, C, carries 0.511; number 2, C, carries -0.834; number 3, C, carries -0.717; number 4, C, carries -0.249; number 5, C, carries -0.841; number 6, N, carries -0.002


Run two
Here is an isolated ion of composition C5H11N2 and charge +1 from OMol25. Energies are from ωB97M-V/def2-TZVPD.

The calculation puts the HOMO energy at -13.46 eV. Its LUMO energy is -3.389 eV. The orbital gap comes out at 10.07 eV. The net charge is +1.

```
18
C5H11N2 | OMol25 | ωB97M-V/def2-TZVPD
C 2.526 0.143 0.242
N 1.289 0.234 0.017
C 0.825 -0.233 -1.227
C -0.457 -0.264 -1.519
C -1.450 0.424 -0.602
C -1.760 -0.326 0.696
N -0.663 0.006 1.743
H 3.231 -0.211 -0.515
H 2.947 0.450 1.209
H 1.589 -0.560 -1.931
H -0.693 -0.434 -2.541
H -2.423 0.412 -1.088
H -1.095 1.424 -0.349
H -2.682 0.090 1.031
H -1.758 -1.411 0.720
H -0.079 0.722 1.342
H -0.039 -0.785 1.772
H -0.936 0.303 2.667
```

Atom charges from the Mulliken analysis, given in e for atoms 1 to 6: number 1, C, carries -0.225; number 2, N, carries -0.314; number 3, C, carries -0.164; number 4, C, carries -0.613; number 5, C, carries -0.584; number 6, C, carries -0.544


run two wins, 82.0 kcal/mol ahead of the next structure.


Run one
Here is an isolated ion of composition C5H11N2 and charge +1 from OMol25. Energies are from ωB97M-V/def2-TZVPD.

The calculation puts the HOMO energy at -13.80 eV. Its LUMO energy is -3.398 eV. The orbital gap comes out at 10.41 eV. The net charge is +1.

```
18
C5H11N2 | OMol25 | ωB97M-V/def2-TZVPD
H 1.855 -2.542 0.002
N 1.583 -1.830 0.631
C 1.762 -0.691 0.153
C 2.077 0.368 -0.762
C 1.360 0.680 0.507
C -0.186 0.935 0.574
N -1.110 -0.156 0.557
C -1.895 -0.308 -0.648
H 1.503 0.518 -1.697
H 3.152 0.701 -0.884
H 1.710 1.448 1.107
H -0.286 1.479 1.539
H -0.440 1.762 -0.104
H -0.558 -1.092 0.667
H -1.578 -0.178 1.523
H -2.340 0.523 -1.065
H -2.832 -0.821 -0.277
H -1.361 -0.852 -1.332
```

Atom charges from the Mulliken analysis, given in e for atoms 1 to 6: number 1, H, carries 0.255; number 2, N, carries -0.656; number 3, C, carries 0.376; number 4, C, carries -0.556; number 5, C, carries -0.210; number 6, C, carries -0.856


Run two
Here is an isolated ion of composition C5H11N2 and charge +1 from OMol25. Energies are from ωB97M-V/def2-TZVPD.

The calculation puts the HOMO energy (alpha / beta) at -13.46 / -13.46 eV. Its LUMO energy (alpha / beta) is -4.747 / -4.746 eV. The orbital gap (alpha / beta) comes out at 8.71 / 8.72 eV. The net charge is +1.

```
18
C5H11N2 | OMol25 | ωB97M-V/def2-TZVPD
C -2.612 -0.401 -0.461
C -1.729 0.189 0.414
N -0.311 0.341 0.171
C 0.076 1.722 0.073
N 0.628 -0.607 0.195
C 0.270 -1.853 0.312
C 2.065 -0.272 -0.231
H -3.634 -0.349 -0.126
H -2.275 -1.052 -1.207
H -2.046 0.629 1.327
H -0.866 2.227 0.063
H 0.789 2.209 0.799
H 0.629 1.835 -0.918
H -0.699 -1.823 0.716
H 0.926 -2.610 0.745
H 2.446 -1.063 0.343
H 2.406 0.650 0.158
H 2.340 -0.463 -1.306
```

Atom charges from the Mulliken analysis, given in e for atoms 1 to 6: number 1, C, carries -0.597; number 2, C, carries -0.510; number 3, N, carries 0.032; number 4, C, carries -1.080; number 5, N, carries 0.308; number 6, C, carries -0.280


run one wins, 21.6 kcal/mol ahead of the next structure.